1.
Formula: C2H5N3S
Source: the OMol25 dataset
Level of theory: ωB97M-V with the def2-TZVPD basis set

The calculation puts the LUMO energy (spin up / spin down) at -0.77 / -0.76 eV. The frontier orbital gap (spin up / spin down) comes out at 6.8234 / 6.8248 eV. For the highest occupied orbital energy (spin up / spin down), the calculation gives -7.59 / -7.59 eV. Its energy relative to the best compared isomer or geometry (same formula, charge and spin) is 441.99 kJ/mol. The calculation puts the total energy at -641.515691 Eh.

Geometry as ORCA input:
```
! wB97M-V def2-TZVPD RIJCOSX def2/J DEFGRID3
* xyz 0 1
S 2.14 1.15 0.80
N -1.91 -0.87 0.30
N 0.08 0.35 -0.87
N -0.49 1.21 -0.08
C -1.81 -1.93 0.76
C 1.43 0.22 -0.56
H -1.97 -2.86 1.24
H -1.50 1.41 -0.21
H 1.97 0.73 -1.52
H 1.82 -0.85 -0.56
H 0.22 1.45 0.69
*
```


2.
Formula: C2H5N3S2
Source: the OMol25 dataset
Level of theory: ωB97M-V with the def2-TZVPD basis set

The calculation puts the LUMO energy at -0.35 eV. The frontier orbital gap comes out at 8.2494 eV. For the highest occupied orbital energy, the calculation gives -8.60 eV. Its energy relative to the best compared isomer or geometry (same formula, charge and spin) is 561.80 kJ/mol. The calculation puts the total energy at -1039.669383 Eh.

Geometry as ORCA input:
```
! wB97M-V def2-TZVPD RIJCOSX def2/J DEFGRID3
* xyz 0 1
S 1.35 2.12 1.59
S -1.79 -0.53 0.62
N -1.45 -0.49 -1.07
N -0.09 1.47 0.72
N 0.47 -1.91 -0.59
C -0.48 0.31 1.43
C -0.07 -0.93 -1.19
H 1.34 -2.15 -0.96
H -1.53 0.55 -1.40
H 0.06 -0.59 2.52
H 2.08 2.67 0.50
H 0.12 -0.51 -2.17
*
```


3.
Formula: C2H5N3S2
Source: the OMol25 dataset
Level of theory: ωB97M-V with the def2-TZVPD basis set

The calculation puts the LUMO energy at -0.29 eV. The frontier orbital gap comes out at 8.6251 eV. For the highest occupied orbital energy, the calculation gives -8.92 eV. Its energy relative to the best compared isomer or geometry (same formula, charge and spin) is 535.14 kJ/mol. The calculation puts the total energy at -1039.679538 Eh.

Geometry as ORCA input:
```
! wB97M-V def2-TZVPD RIJCOSX def2/J DEFGRID3
* xyz 0 1
S 3.07 -0.71 0.11
S -2.39 -1.00 -0.49
N 1.75 0.23 -0.51
N -0.38 1.71 -0.43
N -1.80 0.22 0.97
C -0.61 0.54 -0.01
C 0.55 -0.36 -0.22
H 4.04 -0.09 -0.44
H -2.95 -1.99 0.50
H 0.63 -1.44 0.04
H 0.53 1.94 -0.86
H -2.44 0.94 1.34
*
```


4.
Formula: C2H5N3S2
Source: the OMol25 dataset
Level of theory: ωB97M-V with the def2-TZVPD basis set

The calculation puts the LUMO energy (spin up / spin down) at -0.58 / -0.59 eV. The frontier orbital gap (spin up / spin down) comes out at 6.9243 / 6.9154 eV. For the highest occupied orbital energy (spin up / spin down), the calculation gives -7.51 / -7.50 eV. Its energy relative to the best compared isomer or geometry (same formula, charge and spin) is 487.77 kJ/mol. The calculation puts the total energy at -1039.697578 Eh.

Geometry as ORCA input:
```
! wB97M-V def2-TZVPD RIJCOSX def2/J DEFGRID3
* xyz 0 1
S -3.00 1.39 0.14
S -2.74 -1.68 0.23
N 1.59 0.30 0.13
N 2.87 -0.01 0.23
N -1.96 -0.29 -0.01
C -0.66 0.10 0.05
C 0.60 -0.54 0.15
H 3.55 0.69 0.09
H 3.22 -0.99 0.04
H -3.73 1.53 -1.00
H 0.74 -1.73 0.15
H -0.50 1.23 -0.20
*
```


5.
Formula: C2H5N4P
Source: the OMol25 dataset
Level of theory: ωB97M-V with the def2-TZVPD basis set

The calculation puts the LUMO energy at 0.39 eV. The frontier orbital gap comes out at 9.6262 eV. For the highest occupied orbital energy, the calculation gives -9.23 eV. The SMILES is CNn1nncp1. Its energy relative to the best compared isomer or geometry (same formula, charge and spin) is 70.22 kJ/mol. The calculation puts the total energy at -639.474568 Eh.

Geometry as ORCA input:
```
! wB97M-V def2-TZVPD RIJCOSX def2/J DEFGRID3
* xyz 0 1
P 1.93 1.24 -0.47
N 2.87 -1.00 0.41
N 1.73 -1.30 0.06
N 1.05 -0.33 -0.49
N -0.25 -0.30 -0.94
C 3.17 0.32 0.23
C -1.09 -0.11 0.31
H -0.69 0.53 0.98
H 4.28 0.64 0.42
H -2.08 0.20 0.09
H -1.20 -1.03 0.81
H -0.63 -0.92 -1.67
*
```


6.
Formula: C2H5N5
Source: the OMol25 dataset
Level of theory: ωB97M-V with the def2-TZVPD basis set

The calculation puts the LUMO energy at -2.65 eV. The frontier orbital gap comes out at 6.0548 eV. For the highest occupied orbital energy, the calculation gives -8.71 eV. Its energy relative to the best compared isomer or geometry (same formula, charge and spin) is 908.19 kJ/mol. The calculation puts the total energy at -352.668865 Eh.

Geometry as ORCA input:
```
! wB97M-V def2-TZVPD RIJCOSX def2/J DEFGRID3
* xyz 0 1
N -2.27 -0.74 -0.09
N 0.01 -0.85 -0.14
N 0.57 1.24 0.00
N -0.83 1.30 0.11
N 2.41 -0.49 -0.09
C 1.10 -0.07 -0.02
C -1.05 0.00 0.00
H 0.92 2.13 -0.30
H 2.57 -1.21 1.95
H -1.74 -1.66 0.63
H -3.23 -0.41 0.25
H 2.00 -1.68 -0.96
*
```


7.
Formula: C2H5N5
Source: the OMol25 dataset
Level of theory: ωB97M-V with the def2-TZVPD basis set

The calculation puts the LUMO energy at 0.56 eV. The frontier orbital gap comes out at 10.4340 eV. For the highest occupied orbital energy, the calculation gives -9.88 eV. The SMILES is Cn1nnnc1N. Its energy relative to the best compared isomer or geometry (same formula, charge and spin) is 184.01 kJ/mol. The calculation puts the total energy at -352.944689 Eh.

Geometry as ORCA input:
```
! wB97M-V def2-TZVPD RIJCOSX def2/J DEFGRID3
* xyz 0 1
N -1.75 -0.80 0.20
N -0.65 0.02 0.09
N 1.72 -0.37 -0.43
N -1.37 -1.93 -0.20
N -0.05 -1.99 -0.51
C -0.63 1.43 0.26
C 0.37 -0.76 -0.27
H 0.24 1.85 -0.33
H -1.60 1.87 -0.16
H 2.23 -1.31 -0.40
H 2.06 0.17 0.41
H -0.57 1.81 1.33
*
```


8.
Formula: C2H5N5O
Source: the OMol25 dataset
Level of theory: ωB97M-V with the def2-TZVPD basis set

The calculation puts the LUMO energy (spin up / spin down) at -1.03 / -1.03 eV. The frontier orbital gap (spin up / spin down) comes out at 7.2033 / 7.2026 eV. For the highest occupied orbital energy (spin up / spin down), the calculation gives -8.24 / -8.24 eV. Its energy relative to the best compared isomer or geometry (same formula, charge and spin) is 367.16 kJ/mol. The calculation puts the total energy at -428.083281 Eh.

Geometry as ORCA input:
```
! wB97M-V def2-TZVPD RIJCOSX def2/J DEFGRID3
* xyz 0 1
O 0.76 -1.26 -1.19
N -0.27 -1.90 0.75
N 0.71 0.86 0.60
N -2.27 0.21 -0.73
N 1.80 1.54 0.28
N -0.38 1.47 0.11
C -1.12 0.48 -0.31
C 0.10 -1.01 -0.20
H 1.81 2.05 -0.59
H 2.66 1.11 0.59
H -2.67 0.98 -1.28
H -0.96 -1.64 1.43
H -0.16 -2.89 0.54
*
```


9.
Formula: C2H5N5O
Source: the OMol25 dataset
Level of theory: ωB97M-V with the def2-TZVPD basis set

The calculation puts the LUMO energy at 0.22 eV. The frontier orbital gap comes out at 9.7972 eV. For the highest occupied orbital energy, the calculation gives -9.58 eV. The SMILES is [H]/N=C(/N=N/N)C(N)=O. Its energy relative to the best compared isomer or geometry (same formula, charge and spin) is 114.71 kJ/mol. The calculation puts the total energy at -428.179434 Eh.

Geometry as ORCA input:
```
! wB97M-V def2-TZVPD RIJCOSX def2/J DEFGRID3
* xyz 0 1
O -2.57 -0.23 0.99
N -1.39 0.95 -0.53
N -0.53 -2.20 0.82
N 0.85 -0.41 0.39
N 2.46 0.83 -0.40
N 1.39 0.08 -0.63
C -0.35 -0.99 0.49
C -1.56 -0.04 0.37
H -0.55 1.01 -1.09
H -1.50 -2.41 1.04
H 2.87 0.87 0.53
H 3.05 1.00 -1.20
H -2.17 1.55 -0.76
*
```


10.
Formula: C2H5N5O2
Source: the OMol25 dataset
Level of theory: ωB97M-V with the def2-TZVPD basis set

The calculation puts the LUMO energy at 0.11 eV. The frontier orbital gap comes out at 8.2452 eV. For the highest occupied orbital energy, the calculation gives -8.13 eV. The SMILES is N/N=c1\ncn(O)n1O. Its energy relative to the best compared isomer or geometry (same formula, charge and spin) is 430.71 kJ/mol. The calculation puts the total energy at -503.285000 Eh.

Geometry as ORCA input:
```
! wB97M-V def2-TZVPD RIJCOSX def2/J DEFGRID3
* xyz 0 1
O -2.84 -0.23 0.43
O -0.68 2.04 -0.42
N 1.69 0.64 0.23
N -1.62 -0.11 -0.29
N 0.32 -1.28 -0.17
N -0.68 0.78 0.21
N 2.76 -0.20 -0.02
C 0.53 0.10 0.09
C -0.97 -1.33 -0.30
H -3.12 0.70 0.49
H 0.25 2.35 -0.27
H -1.51 -2.21 -0.59
H 3.46 -0.09 0.72
H 2.42 -1.16 -0.13
*
```


11.
Formula: C2H5NO
Source: the OMol25 dataset
Level of theory: ωB97M-V with the def2-TZVPD basis set

The calculation puts the LUMO energy at 0.66 eV. The frontier orbital gap comes out at 9.3799 eV. For the highest occupied orbital energy, the calculation gives -8.72 eV. The SMILES is [NH3+][O-].C#C. Its energy relative to the best compared isomer or geometry (same formula, charge and spin) is 553.40 kJ/mol. The calculation puts the total energy at -209.011551 Eh.

Geometry as ORCA input:
```
! wB97M-V def2-TZVPD RIJCOSX def2/J DEFGRID3
* xyz 0 1
O -1.41 -0.95 0.31
N -0.83 -0.42 -0.81
C 0.67 0.46 1.36
C 1.51 0.77 0.55
H -1.29 -0.96 -1.56
H -0.06 -0.07 1.92
H 0.18 -0.59 -0.93
H 2.24 1.21 -0.06
H -1.02 0.55 -0.78
*
```


12.
Formula: C2H5NO
Source: the OMol25 dataset
Level of theory: ωB97M-V with the def2-TZVPD basis set

The calculation puts the LUMO energy at 1.01 eV. The frontier orbital gap comes out at 10.8761 eV. For the highest occupied orbital energy, the calculation gives -9.87 eV. The SMILES is CNC=O. Its energy relative to the best compared isomer or geometry (same formula, charge and spin) is 215.45 kJ/mol. The calculation puts the total energy at -209.140266 Eh.

Geometry as ORCA input:
```
! wB97M-V def2-TZVPD RIJCOSX def2/J DEFGRID3
* xyz 0 1
O -0.39 2.21 -1.30
N -0.12 0.51 0.38
C 0.04 -1.02 0.53
C 0.03 1.19 -0.94
H 0.99 -1.29 0.35
H -0.27 -1.36 1.54
H 0.88 0.56 -1.62
H -0.61 1.12 0.98
H -0.54 -1.92 0.08
*
```


13.
Formula: C2H5NO
Source: the OMol25 dataset
Level of theory: ωB97M-V with the def2-TZVPD basis set

The calculation puts the LUMO energy at 0.91 eV. The frontier orbital gap comes out at 10.7271 eV. For the highest occupied orbital energy, the calculation gives -9.82 eV. The SMILES is CNC=O. Its energy relative to the best compared isomer or geometry (same formula, charge and spin) is 70.50 kJ/mol. The calculation puts the total energy at -209.195477 Eh.

Geometry as ORCA input:
```
! wB97M-V def2-TZVPD RIJCOSX def2/J DEFGRID3
* xyz 0 1
O 0.03 0.50 1.80
N -0.05 0.30 -0.47
C 0.16 -0.15 0.77
C -0.08 -0.50 -1.67
H -0.51 1.25 -0.53
H -0.21 0.17 -2.52
H 0.44 -1.24 0.78
H -0.89 -1.30 -1.65
H 0.84 -1.08 -1.84
*
```


14.
Formula: C2H5NO
Source: the OMol25 dataset
Level of theory: ωB97M-V with the def2-TZVPD basis set

The calculation puts the LUMO energy at 1.02 eV. The frontier orbital gap comes out at 11.1398 eV. For the highest occupied orbital energy, the calculation gives -10.12 eV. The SMILES is [H]/N=C/OC. Its energy relative to the best compared isomer or geometry (same formula, charge and spin) is 173.80 kJ/mol. The calculation puts the total energy at -209.156133 Eh.

Geometry as ORCA input:
```
! wB97M-V def2-TZVPD RIJCOSX def2/J DEFGRID3
* xyz 0 1
O -0.88 0.23 0.00
N 1.12 -0.14 -1.09
C -0.04 0.30 -1.06
C -0.43 -0.27 1.24
H -1.18 -0.61 1.80
H 1.66 0.13 -2.00
H 0.35 -1.05 1.00
H -0.59 0.89 -1.70
H 0.00 0.52 1.80
*
```


15.
Formula: C2H5NO
Source: the OMol25 dataset
Level of theory: ωB97M-V with the def2-TZVPD basis set

The calculation puts the LUMO energy at 1.24 eV. The frontier orbital gap comes out at 10.7355 eV. For the highest occupied orbital energy, the calculation gives -9.49 eV. The SMILES is C=NOC. Its energy relative to the best compared isomer or geometry (same formula, charge and spin) is 336.18 kJ/mol. The calculation puts the total energy at -209.094285 Eh.

Geometry as ORCA input:
```
! wB97M-V def2-TZVPD RIJCOSX def2/J DEFGRID3
* xyz 0 1
O 0.06 0.53 -0.35
N -0.16 -0.76 -0.07
C -0.87 -1.28 -1.04
C 0.70 1.07 0.80
H 0.01 1.58 1.55
H 1.05 0.19 1.28
H -1.35 -0.79 -1.82
H -1.01 -2.36 -0.90
H 1.56 1.82 0.55
*
```


16.
Formula: C2H5NO
Source: the OMol25 dataset
Level of theory: ωB97M-V with the def2-TZVPD basis set

The calculation puts the LUMO energy at 0.94 eV. The frontier orbital gap comes out at 10.7449 eV. For the highest occupied orbital energy, the calculation gives -9.81 eV. The SMILES is CNC=O. Its energy relative to the best compared isomer or geometry (same formula, charge and spin) is 62.01 kJ/mol. The calculation puts the total energy at -209.198709 Eh.

Geometry as ORCA input:
```
! wB97M-V def2-TZVPD RIJCOSX def2/J DEFGRID3
* xyz 0 1
O -0.56 1.87 0.38
N -0.38 -0.33 -0.28
C -0.99 0.92 -0.25
C 0.88 -0.59 0.37
H 1.09 0.23 1.05
H -1.97 1.00 -0.77
H 1.72 -0.70 -0.34
H 0.79 -1.54 0.91
H -0.51 -0.95 -1.05
*
```


17.
Formula: C2H5NO
Source: the OMol25 dataset
Level of theory: ωB97M-V with the def2-TZVPD basis set

The calculation puts the LUMO energy at 0.36 eV. The frontier orbital gap comes out at 7.6602 eV. For the highest occupied orbital energy, the calculation gives -7.30 eV. Its energy relative to the best compared isomer or geometry (same formula, charge and spin) is 399.28 kJ/mol. The calculation puts the total energy at -209.070252 Eh.

Geometry as ORCA input:
```
! wB97M-V def2-TZVPD RIJCOSX def2/J DEFGRID3
* xyz 0 1
O 1.51 -1.23 0.48
N -0.23 -0.13 -0.55
C 1.15 -0.27 -0.12
C -1.29 0.27 0.60
H -1.23 1.37 0.65
H -0.58 -1.02 -0.86
H 1.80 0.58 -0.39
H -0.32 0.55 -1.31
H -0.81 -0.12 1.50
*
```


18.
Formula: C2H5NO
Source: the OMol25 dataset
Level of theory: ωB97M-V with the def2-TZVPD basis set

The calculation puts the LUMO energy (spin up / spin down) at -7.36 / -10.05 eV. The frontier orbital gap (spin up / spin down) comes out at 11.0238 / 8.1261 eV. For the highest occupied orbital energy (spin up / spin down), the calculation gives -18.38 / -18.17 eV. Its expectation value of S² is 0.7582. Its energy relative to the best compared isomer or geometry (same formula, charge and spin) is 506.82 kJ/mol. The calculation puts the total energy at -208.671045 Eh.

Geometry as ORCA input:
```
! wB97M-V def2-TZVPD RIJCOSX def2/J DEFGRID3
* xyz 1 2
O 1.75 0.50 0.19
N -0.42 -0.88 -0.16
C -1.00 0.54 -0.22
C 1.08 -0.62 -0.06
H -0.21 1.30 -0.39
H -1.40 0.72 0.81
H -1.82 0.73 -0.94
H 1.67 -1.56 -0.08
H 0.35 -0.72 0.85
*
```


19.
Formula: C2H5NO2
Source: the OMol25 dataset
Level of theory: ωB97M-V with the def2-TZVPD basis set

The calculation puts the LUMO energy at 0.76 eV. The frontier orbital gap comes out at 11.4423 eV. For the highest occupied orbital energy, the calculation gives -10.68 eV. The SMILES is COC(N)=O. Its energy relative to the best compared isomer or geometry (same formula, charge and spin) is 94.10 kJ/mol. The calculation puts the total energy at -284.431525 Eh.

Geometry as ORCA input:
```
! wB97M-V def2-TZVPD RIJCOSX def2/J DEFGRID3
* xyz 0 1
O 0.67 1.45 -0.05
O -0.35 -0.63 -0.15
N 1.85 -0.46 0.22
C 0.71 0.25 -0.07
C -1.60 0.05 0.09
H -1.77 0.88 -0.64
H -2.42 -0.76 -0.07
H 2.06 -1.41 -0.37
H -1.83 0.51 1.14
H 2.68 0.13 -0.11
*
```


20.
Formula: C2H5NO2
Source: the OMol25 dataset
Level of theory: ωB97M-V with the def2-TZVPD basis set

The calculation puts the LUMO energy (spin up / spin down) at 0.46 / 0.42 eV. The frontier orbital gap (spin up / spin down) comes out at 9.0917 / 8.4967 eV. For the highest occupied orbital energy (spin up / spin down), the calculation gives -8.64 / -8.08 eV. Its energy relative to the best compared isomer or geometry (same formula, charge and spin) is 703.00 kJ/mol. The calculation puts the total energy at -284.199608 Eh.

Geometry as ORCA input:
```
! wB97M-V def2-TZVPD RIJCOSX def2/J DEFGRID3
* xyz 0 1
O 1.09 -1.20 -0.01
O -0.94 -0.40 -0.23
N -0.30 -1.36 0.33
C -2.21 -0.48 -0.21
C 1.82 0.02 0.08
H 1.91 0.62 -0.81
H 2.71 -0.35 0.28
H -2.68 0.45 -0.45
H -2.77 -1.25 0.40
H 1.50 0.76 0.91
*
```